No. 1
Molecular formula: CH7N4
Method: DFT, the ωB97M-V functional and the def2-TZVPD basis

```
12
Properties=species:S:1:pos:R:3:mulliken_charge:R:1
N -0.032 1.325 -1.696 -0.402
N -0.813 -1.558 0.835 -0.321
N -0.820 -0.507 -0.239 -0.465
N 1.375 0.479 0.252 -0.476
C 0.121 0.274 -0.230 0.374
H 0.185 2.335 -1.462 0.321
H 1.809 1.395 -0.043 0.271
H -0.631 -2.516 0.431 0.371
H -1.704 -1.727 1.237 0.372
H 1.552 0.409 1.262 0.262
H -1.013 1.388 -1.868 0.319
H -0.028 -1.298 1.521 0.374
```

As for the total charge: +1. The value obtained for the energy above the lowest of the compared OMol25 structures with the same formula, charge and spin is 364.1 kJ/mol. The spin multiplicity is 3. As for the total energy: -7096.7996 eV. For the orbital gap (spin up / spin down), the calculation gives 0.228 / 0.286 Eh. The calculation puts the HOMO energy (spin up / spin down) at -9.7 / -14.9 eV. The maximum force is 4.73 eV/Å.

=====

No. 2
Molecular formula: CH7N4P2
Method: DFT, the ωB97M-V functional and the def2-TZVPD basis

```
14
Properties=species:S:1:pos:R:3:mulliken_charge:R:1
P -1.170 1.857 -3.293 -0.048
P -0.925 -0.285 -1.035 0.083
N 1.269 -0.041 2.381 -0.347
N -0.220 -1.636 1.659 -0.409
N 0.150 0.254 0.334 -0.335
N -0.677 0.828 -2.030 -0.079
C 0.381 -0.422 1.471 0.695
H -1.105 -2.034 1.466 0.226
H 0.369 1.228 0.166 0.327
H 0.154 -2.353 2.292 0.213
H 1.475 -0.783 2.983 0.220
H -1.782 0.987 -4.257 0.081
H 0.137 1.789 -4.104 0.106
H 1.943 0.610 1.968 0.266
```

As for the total charge: +1. The value obtained for the energy above the lowest of the compared OMol25 structures with the same formula, charge and spin is 60.3 kJ/mol. The spin multiplicity is 1. As for the total energy: -25681.7218 eV. For the orbital gap, the calculation gives 0.301 Eh. Its SMILES is NC(N)=[NH+]/P=N/P. The calculation puts the HOMO energy at -12.6 eV. The maximum force is 2.68 eV/Å.

=====

Repeat the first record exactly.
Molecular formula: CH7N4
Method: DFT, the ωB97M-V functional and the def2-TZVPD basis

```
12
Properties=species:S:1:pos:R:3:mulliken_charge:R:1
N -0.032 1.325 -1.696 -0.402
N -0.813 -1.558 0.835 -0.321
N -0.820 -0.507 -0.239 -0.465
N 1.375 0.479 0.252 -0.476
C 0.121 0.274 -0.230 0.374
H 0.185 2.335 -1.462 0.321
H 1.809 1.395 -0.043 0.271
H -0.631 -2.516 0.431 0.371
H -1.704 -1.727 1.237 0.372
H 1.552 0.409 1.262 0.262
H -1.013 1.388 -1.868 0.319
H -0.028 -1.298 1.521 0.374
```

As for the total charge: +1. The value obtained for the energy above the lowest of the compared OMol25 structures with the same formula, charge and spin is 364.1 kJ/mol. The spin multiplicity is 3. As for the total energy: -7096.7996 eV. For the orbital gap (spin up / spin down), the calculation gives 0.228 / 0.286 Eh. The calculation puts the HOMO energy (spin up / spin down) at -9.7 / -14.9 eV. The maximum force is 4.73 eV/Å.